[1]
This record from the Open Molecules 2025 dataset describes a structure of composition H10NiO17S3. The level of theory is the ωB97M-V functional and the def2-TZVPD basis.

The HOMO energy (alpha / beta) is 4.0 / 4.0 eV. The calculation puts the total energy at -3987.5402 hartree. As for the frontier orbital gap (alpha / beta): 0.144 / 0.123 hartree. As for the spin multiplicity: 3. The total charge is -4. Its relative energy (zero: lowest compared OMol25 entry of this formula, charge and spin) is 58.0 kcal per mole. The LUMO energy (alpha / beta) is 7.9 / 7.3 eV.

Positions of all 31 atoms, in Å:
Ni  1.460  2.826  9.450
S  2.314  1.703  13.885
O  3.713  1.554  13.835
O  1.879  1.764  12.494
O  1.763  0.473  14.570
O  2.039  2.955  14.618
S  0.959  4.802  5.523
O  1.254  3.704  6.414
O  0.298  5.820  6.326
O  2.189  5.316  4.863
O  0.218  4.373  4.336
S  1.855  7.075  10.784
O  2.928  8.024  10.437
O  0.551  7.488  10.252
O  2.228  5.750  10.248
O  1.820  6.965  12.253
O  -1.458  4.205  9.362
H  -1.404  5.156  9.463
H  -2.381  4.036  9.174
O  4.270  1.384  9.180
H  4.977  1.111  8.596
H  4.604  1.206  10.060
O  -0.095  0.105  8.843
H  -0.015  -0.685  9.377
H  -0.874  -0.045  8.307
O  2.771  0.271  5.400
H  2.517  1.165  5.628
H  3.718  0.247  5.542
O  5.201  5.054  7.778
H  5.807  4.566  8.336
H  4.391  5.101  8.287



[2]
This record from the Open Molecules 2025 dataset describes a structure of composition H10O13S2Zn. The level of theory is the ωB97M-V functional and the def2-TZVPD basis.

The HOMO energy is -1.1 eV. The calculation puts the total energy at -3559.9465 hartree. As for the frontier orbital gap: 0.164 hartree. The total charge is -2. Its relative energy (zero: lowest compared OMol25 entry of this formula, charge and spin) is 12.6 kcal per mole. The LUMO energy is 3.3 eV.

Positions of all 26 atoms, in Å:
Zn  0.269  0.166  0.420
S  2.837  -0.098  -1.716
O  2.727  -1.215  -2.652
O  1.787  -0.248  -0.675
O  4.131  -0.103  -1.011
O  2.648  1.216  -2.368
S  -1.832  -2.284  -0.273
O  -1.119  -3.108  0.746
O  -1.749  -2.853  -1.620
O  -3.238  -2.101  0.139
O  -1.212  -0.917  -0.265
O  -1.260  0.925  1.763
H  -2.069  1.378  1.489
H  -1.003  1.338  2.597
O  -0.039  1.919  -0.720
H  0.399  2.344  -1.472
H  -0.738  2.521  -0.442
O  0.580  -1.362  1.736
H  1.325  -1.500  2.329
H  -0.069  -2.075  1.921
O  1.749  1.274  1.572
H  2.694  1.301  1.351
H  1.602  1.984  2.208
O  -2.742  0.790  -1.960
H  -3.586  0.422  -1.680
H  -2.093  0.286  -1.420



[3]
This record from the Open Molecules 2025 dataset describes a structure of composition H10O17S2V2. The level of theory is the ωB97M-V functional and the def2-TZVPD basis.

The HOMO energy is -2.6 eV. The calculation puts the total energy at -3969.7059 hartree. As for the frontier orbital gap: 0.244 hartree. The total charge is -2. Its relative energy (zero: lowest compared OMol25 entry of this formula, charge and spin) is 0.0 kcal per mole. The LUMO energy is 4.1 eV.

Positions of all 31 atoms, in Å:
O  17.204  -21.307  10.793
V  18.026  -22.485  10.101
O  18.196  -23.638  11.234
O  19.163  -20.196  5.425
V  19.745  -20.922  6.718
O  18.580  -20.851  7.816
S  21.194  -21.819  9.640
O  19.832  -21.577  10.221
O  21.118  -21.185  8.301
O  22.223  -21.116  10.424
O  21.489  -23.239  9.570
S  18.972  -24.140  7.149
O  20.171  -24.979  7.239
O  17.887  -24.886  6.479
O  18.546  -23.680  8.473
O  19.274  -22.938  6.324
O  20.698  -18.896  7.183
H  20.761  -18.170  6.552
H  20.775  -18.501  8.060
O  20.263  -20.371  2.553
H  20.512  -20.845  3.361
H  19.579  -20.918  2.153
O  17.451  -19.307  2.936
H  18.347  -19.452  3.287
H  17.047  -20.180  2.956
O  21.600  -21.721  5.545
H  22.512  -21.419  5.482
H  21.613  -22.665  5.323
O  15.681  -19.509  8.747
H  15.376  -18.839  9.365
H  16.646  -19.430  8.751



[4]
This record from the Open Molecules 2025 dataset describes a cluster of 5 separate species, H10O4S2 in total. The level of theory is the ωB97M-V functional and the def2-TZVPD basis.

The HOMO energy is -9.2 eV. The calculation puts the total energy at -1103.2942 hartree. As for the frontier orbital gap: 0.328 hartree. Its SMILES is SS.O.O.O.O. Its relative energy (zero: lowest compared OMol25 entry of this formula, charge and spin) is 22.7 kcal per mole. The LUMO energy is -0.3 eV.

Positions of all 16 atoms, in Å:
S  2.915  -1.514  -1.235
S  1.152  -0.624  -0.570
H  2.358  -2.149  -2.292
H  1.648  0.013  0.492
H  3.050  3.276  -1.728
H  3.249  1.853  -2.059
O  3.726  2.691  -2.064
H  -4.306  -1.184  3.294
H  -5.544  -1.314  2.412
O  -5.152  -0.760  3.095
H  -4.278  1.394  1.222
H  -3.931  0.907  -0.181
O  -4.189  1.687  0.298
H  -1.120  1.086  1.388
H  -0.785  -0.393  1.225
O  -1.341  0.207  1.757